Computed, not measured: a molecular structure, C18H9Co2N3O8 at a distorted geometry, with ωB97M-V/def2-TZVPD.

Cartesian coordinates (Å):
O -3.222 0.150 2.359
C -2.190 -0.149 1.945
Co -0.587 -0.529 1.333
C 0.095 -2.040 2.017
O 0.632 -2.972 2.433
C -0.775 -0.872 -0.394
O -0.817 -1.054 -1.534
C 0.545 1.148 2.101
C 1.150 0.524 0.995
C 2.114 -0.431 0.816
C 2.751 -0.715 -0.429
C 3.403 -1.966 -0.581
C 3.901 -2.320 -1.830
C 3.788 -1.435 -2.926
C 3.125 -0.204 -2.779
C 2.606 0.153 -1.538
Co 0.309 2.510 0.967
C -1.245 3.144 1.552
O -2.274 3.498 1.939
C 0.223 2.555 -0.790
O 0.193 2.493 -1.962
C 1.733 3.502 1.422
O 2.709 4.052 1.728
H 1.153 1.214 3.007
H 2.372 -0.981 1.716
H 3.448 -2.651 0.280
H 4.380 -3.295 -1.965
H 4.180 -1.718 -3.910
H 2.986 0.488 -3.615
H 2.043 1.080 -1.392
N 3.438 -2.152 3.763
C 3.768 -3.487 3.978
N 4.431 -3.714 5.140
C 4.489 -2.463 5.706
N 5.109 -2.232 6.967
O 5.049 -1.056 7.391
O 5.658 -3.158 7.571
C 3.864 -1.487 4.883
H 3.514 -4.272 3.244
H 3.777 -0.430 5.160

Values from the calculation:
LUMO = -0.1457 Ha
HOMO-LUMO gap = 2.87 eV



Computed, not measured: a molecular structure, C25H12CaF9I2N2PS2, with ωB97M-V/def2-TZVPD.

Cartesian coordinates (Å):
Ca 3.117 0.970 -0.544
S 3.259 0.933 2.133
C 2.423 2.471 1.857
S 2.580 3.345 0.354
C 1.588 2.910 2.848
C 1.407 2.189 4.065
N 1.222 1.613 5.043
C 0.764 4.060 2.678
N 0.062 4.954 2.499
I 5.817 1.147 0.849
I 7.997 1.096 -0.827
F -5.932 1.842 1.973
C -5.203 2.622 1.153
F -5.901 2.735 0.006
F -5.140 3.838 1.705
C -3.843 2.028 0.898
C -2.693 2.767 1.104
C -1.459 2.187 0.833
C -1.389 0.880 0.367
C -2.559 0.143 0.160
C -3.783 0.717 0.426
P 0.263 0.250 0.020
C 0.355 -1.421 0.723
C 1.317 -2.321 0.259
C 1.535 -3.521 0.905
C 0.796 -3.835 2.040
C -0.148 -2.947 2.524
C -0.364 -1.743 1.870
C 1.008 -5.164 2.709
F 2.304 -5.521 2.701
F 0.332 -6.143 2.074
F 0.595 -5.164 3.983
C 0.333 -0.041 -1.793
C 0.802 1.037 -2.548
C 0.938 0.941 -3.929
C 0.609 -0.245 -4.557
C 0.126 -1.326 -3.821
C -0.014 -1.223 -2.451
C 0.772 -0.404 -6.045
F -0.338 -0.909 -6.605
F 1.042 0.758 -6.653
F 1.778 -1.251 -6.331
H -2.739 3.781 1.474
H -0.556 2.764 0.983
H -2.506 -0.876 -0.202
H -4.695 0.155 0.274
H 1.895 -2.109 -0.637
H 2.281 -4.210 0.533
H -0.710 -3.182 3.416
H -1.090 -1.049 2.272
H 0.996 1.992 -2.055
H 1.284 1.790 -4.503
H -0.144 -2.243 -4.326
H -0.389 -2.066 -1.885

Values from the calculation:
Relative energy (zero: lowest compared OMol25 entry of this formula, charge and spin) = 0.0 kcal per mole
LUMO = -0.0567 Ha
HOMO-LUMO gap = 6.84 eV



Computed, not measured: C5H11N in the gas phase at a distorted geometry, with ωB97M-V/def2-TZVPD.

Cartesian coordinates (Å):
C 1.247 -2.544 -0.855
C 0.203 -1.881 -0.382
C 0.008 -0.386 -0.574
C -0.769 0.212 0.609
N -0.977 1.646 0.567
C 0.216 2.487 0.516
H 2.124 -2.112 -1.315
H 1.317 -3.624 -0.746
H -0.574 -2.479 0.071
H 1.002 0.060 -0.592
H -0.600 -0.278 -1.450
H -1.759 -0.259 0.648
H -0.345 -0.021 1.585
H -1.621 1.965 -0.136
H 1.140 1.934 0.709
H 0.116 3.315 1.218
H 0.391 2.898 -0.453

Values from the calculation:
Relative energy (zero: lowest compared OMol25 entry of this formula, charge and spin) = 30.9 kcal per mole
LUMO = 0.0436 Ha
HOMO-LUMO gap = 9.70 eV
SMILES = C=CCCNC



Computed, not measured: a molecular structure, C47H35CoN5O4SSe at a distorted geometry, with ωB97M-V/def2-TZVPD.

Cartesian coordinates (Å):
Co 0.655 -1.129 -0.197
O 0.993 1.322 -0.094
C 2.387 1.671 0.047
C 3.206 0.344 0.232
O 4.387 0.439 0.528
O 2.575 -0.731 -0.020
C 2.825 2.302 -1.277
C 2.962 3.675 -1.436
C 3.306 4.213 -2.673
C 3.518 3.383 -3.762
C 3.378 2.008 -3.613
C 3.035 1.475 -2.381
C 2.546 2.608 1.244
C 3.808 2.989 1.706
C 3.930 3.841 2.794
C 2.803 4.335 3.440
C 1.548 3.977 2.976
C 1.425 3.125 1.883
H 0.652 1.786 -0.866
H 2.802 4.331 -0.589
H 3.415 5.286 -2.778
H 3.800 3.802 -4.720
H 3.556 1.349 -4.455
H 2.948 0.401 -2.258
H 4.687 2.598 1.216
H 4.918 4.117 3.142
H 2.905 5.000 4.289
H 0.658 4.357 3.463
H 0.440 2.867 1.523
Se 3.986 -1.593 -6.935
N 4.190 -2.502 -5.418
C 3.210 -2.153 -4.635
C 3.016 -2.700 -3.286
C 3.906 -3.604 -2.704
C 3.636 -4.073 -1.443
C 2.473 -3.646 -0.805
N 1.623 -2.787 -1.341
C 1.912 -2.291 -2.553
C 1.020 -1.218 -3.070
N 0.101 -0.746 -2.219
C -0.794 0.126 -2.657
C -0.775 0.631 -3.956
C 0.235 0.233 -4.802
C 1.154 -0.717 -4.357
C 2.275 -1.189 -5.175
N 2.509 -0.767 -6.385
H 4.793 -3.902 -3.250
H 4.308 -4.752 -0.938
H 2.228 -4.002 0.188
H -1.529 0.451 -1.929
H -1.526 1.345 -4.266
H 0.340 0.642 -5.799
N 0.455 -3.150 6.850
C 0.523 -2.844 5.742
C 0.597 -2.452 4.355
C 0.885 -1.131 4.010
C 0.945 -0.769 2.673
C 0.718 -1.690 1.640
C 0.443 -3.008 2.021
C 0.382 -3.394 3.352
H 1.074 -0.404 4.791
H 1.182 0.264 2.431
H 0.246 -3.758 1.257
H 0.156 -4.419 3.625
O -1.436 -1.236 0.067
S -2.303 -1.522 1.269
C -2.682 0.075 2.048
C -3.094 1.143 1.086
C -2.121 1.800 0.341
C -2.480 2.773 -0.580
C -3.818 3.092 -0.773
C -4.796 2.438 -0.034
C -4.434 1.469 0.892
C -3.890 -1.899 0.520
C -4.980 -2.144 1.532
C -4.751 -2.891 2.689
C -5.777 -3.112 3.597
C -7.045 -2.601 3.356
C -7.283 -1.867 2.202
C -6.254 -1.637 1.299
H -1.740 0.311 2.546
H -3.442 -0.145 2.800
H -1.080 1.535 0.480
H -1.712 3.292 -1.144
H -4.098 3.856 -1.488
H -5.840 2.689 -0.171
H -5.196 0.977 1.487
H -3.677 -2.791 -0.075
H -4.125 -1.079 -0.161
H -3.768 -3.306 2.882
H -5.584 -3.688 4.493
H -7.846 -2.778 4.062
H -8.270 -1.470 2.004
H -6.442 -1.059 0.401

Values from the calculation:
2S+1 = 2
LUMO (alpha / beta) = -0.0359 / -0.0359 Ha
HOMO-LUMO gap (alpha / beta) = 7.27 / 7.14 eV



Computed, not measured: 4 unconnected molecules or ions with the total composition C17H32O17S3 at a distorted geometry, with ωB97M-V/def2-TZVPD.

Cartesian coordinates (Å):
C 2.314 2.147 0.140
C 1.445 1.727 -1.051
C 0.280 0.818 -0.594
C 0.103 -0.409 -1.508
C -1.350 -0.802 -1.805
O -1.332 -2.075 -2.444
C -1.939 0.185 -2.865
C -3.193 0.970 -2.429
C -2.938 2.253 -1.693
O -3.568 2.651 -0.749
O -1.892 2.956 -2.178
O -2.189 -0.840 -0.663
C -1.688 -1.485 0.432
O -0.985 -2.452 0.381
C -2.131 -0.914 1.769
C -2.796 0.464 1.644
H 1.676 2.667 0.863
H 2.754 1.282 0.641
H 3.100 2.850 -0.139
H 1.049 2.646 -1.490
H 2.077 1.211 -1.778
H 0.491 0.466 0.420
H -0.617 1.434 -0.545
H 0.672 -1.247 -1.098
H 0.574 -0.172 -2.466
H -0.421 -2.233 -2.718
H -2.238 -0.418 -3.719
H -1.179 0.902 -3.168
H -3.686 1.296 -3.356
H -3.926 0.371 -1.897
H -1.838 3.787 -1.682
H -1.318 -0.939 2.487
H -2.911 -1.603 2.114
H -3.835 0.329 1.344
H -2.314 1.103 0.909
H -2.765 1.011 2.589
O 1.657 0.352 4.981
S 0.509 -0.468 5.118
O -0.737 -0.108 4.544
O 0.303 -0.791 6.673
C 0.299 -2.209 6.888
C 1.177 -2.762 5.786
O 0.863 -1.954 4.646
H -0.729 -2.567 6.798
H 0.677 -2.438 7.880
H 0.977 -3.808 5.573
H 2.237 -2.634 6.016
O 6.464 4.985 -2.058
S 5.350 5.139 -1.196
O 4.109 4.505 -1.449
O 5.097 6.706 -0.974
C 5.156 7.025 0.422
C 6.105 6.000 1.006
O 5.799 4.791 0.301
H 4.152 6.924 0.840
H 5.504 8.045 0.559
H 5.966 5.858 2.074
H 7.147 6.260 0.805
O -0.614 -5.112 -3.002
S -2.020 -5.033 -2.811
O -2.603 -4.037 -2.004
O -2.540 -6.491 -2.363
C -3.529 -6.968 -3.279
C -3.168 -6.325 -4.601
O -2.735 -5.008 -4.251
H -4.510 -6.639 -2.929
H -3.505 -8.054 -3.324
H -4.007 -6.274 -5.289
H -2.334 -6.844 -5.081

Values from the calculation:
LUMO = 0.0232 Ha
HOMO-LUMO gap = 9.83 eV
SMILES = CCCC[C@](O)(CCC(=O)O)OC(=O)CC.O=S1(=O)OCCO1.O=S1(=O)OCCO1.O=S1(=O)OCCO1



Computed, not measured: 2 unconnected molecules or ions with the total composition C6H9N2 at a distorted geometry, with ωB97M-V/def2-TZVPD.

Cartesian coordinates (Å):
C -2.938 -0.536 0.269
C -1.107 1.081 -0.256
C -0.193 1.981 -0.691
C -3.099 -1.411 -0.722
C 3.255 -0.955 0.028
C 2.003 -1.093 0.767
N -1.824 0.295 0.171
N 1.848 -0.286 -0.179
H -3.405 -0.525 1.282
H -0.474 3.007 -0.456
H -0.114 1.892 -1.827
H -2.529 -1.279 -1.640
H -3.808 -2.175 -0.832
H 4.038 -0.257 0.370
H 3.536 -1.682 -0.670
H 1.360 -1.564 1.409
H 0.775 1.721 -0.356

Values from the calculation:
Relative energy (zero: lowest compared OMol25 entry of this formula, charge and spin) = 123.2 kcal per mole
LUMO = -0.1596 Ha
HOMO-LUMO gap = 9.34 eV
Total charge = +1